# 1
Entry from the Open Molecules 2025 dataset: a single C17H16N2O4S molecule (ωB97M-V/def2-TZVPD).

Element x y z (Å)
S: -0.570 -2.947 -1.346
O: -3.879 2.064 0.433
O: 0.517 -2.123 2.172
O: 3.351 1.900 0.198
O: -4.574 -0.371 -0.480
N: 2.952 -3.042 -0.117
N: -0.611 -0.358 -1.765
C: -1.374 -1.149 1.162
C: 2.251 -2.167 -0.358
C: -1.069 0.119 1.657
C: 3.108 0.519 0.147
C: 1.403 -1.101 -0.714
C: -3.072 1.015 0.695
C: -0.418 -3.414 0.425
C: -1.905 1.191 1.424
C: -3.402 -0.267 0.221
C: -0.369 -2.209 1.350
C: -1.115 1.945 -2.217
C: 0.977 1.236 -1.004
C: 4.554 2.214 0.851
C: -0.211 0.900 -1.654
C: 0.143 -1.322 -1.283
C: -2.566 -1.336 0.457
C: 1.807 0.233 -0.541
H: 5.414 1.769 0.336
H: -2.841 -2.310 0.081
H: -0.150 0.249 2.207
H: 0.483 -4.011 0.568
H: -1.295 -4.027 0.636
H: -1.560 2.523 -1.409
H: -0.557 2.628 -2.853
H: -4.636 1.743 -0.078
H: -4.661 -1.264 -0.831
H: -1.906 1.471 -2.792
H: -1.666 2.177 1.789
H: 4.641 3.299 0.835
H: 4.546 1.862 1.890
H: 3.925 0.001 -0.386
H: 1.266 2.265 -0.872
H: 3.071 0.093 1.166

The value obtained for the total energy is -1466.06093 Ha. The HOMO energy is -8.67 eV. The net charge is 0. The HOMO-LUMO gap is 8.7725 eV. As for the SMILES: COCc1cc(C)nc(SCC(=O)c2ccc(O)c(O)c2)c1C#N. The value obtained for the energy relative to the best compared isomer or geometry (same formula, charge and spin) is 124.1 kJ/mol.

The net atomic charges from Löwdin, expressed in e, are: S 0.979; O 0.087; O 0.096; O -0.185; O 0.063; N 0.213; N 0.118; C -0.187; C -0.221; C -0.011; C -0.175; C -0.185; C -0.261; C -0.352; C 0.006; C -0.236; C -0.432; C -0.015; C 0.052; C -0.101; C -0.303; C -0.540; C 0.010; C -0.107; H 0.092; H 0.106; H 0.123; H 0.074; H 0.086; H 0.079; H 0.084; H 0.112; H 0.118; H 0.084; H 0.125; H 0.091; H 0.093; H 0.145; H 0.126; H 0.149


# 2
Entry from the Open Molecules 2025 dataset: a molecular structure, C34H64F6O15S2V (ωB97M-V/def2-TZVPD).

Element x y z (Å)
V: -3.041 -0.977 3.270
S: -0.579 -0.868 5.784
S: -1.564 -0.514 0.269
F: 0.938 0.374 -0.104
F: -0.583 1.997 0.281
F: 0.603 1.580 6.092
F: -0.460 0.903 -1.667
F: 1.938 -0.135 6.200
F: 1.218 0.595 4.332
O: 3.544 0.210 -4.596
O: -4.336 -0.680 2.405
O: 4.191 3.202 3.004
O: -2.536 -2.981 2.447
O: -1.509 -0.420 1.775
O: -1.133 -1.863 -0.228
O: -3.103 1.941 2.823
O: 2.360 -4.341 2.675
O: -0.441 -3.178 -6.093
O: 1.818 4.375 -1.198
O: -1.429 -0.478 6.897
O: -2.935 -0.150 -0.170
O: -5.057 0.161 -4.413
O: 0.065 -2.142 6.049
O: -1.346 -0.976 4.535
C: -0.305 0.820 -0.336
C: 5.307 3.114 2.158
C: -0.457 -2.205 -5.032
C: 2.225 -2.631 1.101
C: -3.737 1.215 -2.795
C: -2.721 -5.278 1.899
C: -0.376 -2.959 -3.653
C: 0.852 0.401 5.594
C: -0.459 -4.499 -5.518
C: -1.312 -3.591 2.840
C: -2.155 2.802 3.469
C: -5.369 1.628 -4.327
C: 2.962 0.366 -3.246
C: -3.944 -0.137 -3.438
C: -0.485 5.081 -1.065
C: -0.711 -4.387 -3.952
C: 3.309 2.160 2.704
C: 0.661 4.592 -2.008
C: 4.705 2.577 0.892
C: -4.118 2.285 -3.765
C: 2.620 -4.125 1.300
C: 2.709 -2.002 2.384
C: -3.736 2.550 1.675
C: 3.824 1.489 1.451
C: -3.449 3.981 1.969
C: 3.789 -1.828 -3.378
C: 2.484 -3.100 3.406
C: 4.058 -1.098 -4.709
C: -1.263 -5.034 2.135
C: 3.660 -0.684 -2.384
C: -3.313 -3.896 1.602
C: -2.087 3.967 2.549
C: 0.283 5.751 -0.003
C: 1.530 4.794 0.140
H: 2.242 -1.029 2.538
H: 1.497 -2.848 3.795
H: -1.114 4.339 -0.574
H: -6.160 1.730 -3.584
H: -3.220 2.199 0.781
H: -3.204 -5.686 2.787
H: -2.779 1.234 -2.276
H: 0.693 6.668 -0.427
H: 3.755 -1.695 2.364
H: -0.049 -4.991 -3.330
H: 3.648 -1.617 -5.576
H: -0.807 -4.815 1.169
H: 2.981 1.375 -2.833
H: 2.426 5.313 0.481
H: -4.394 -3.868 1.743
H: -1.399 3.816 1.717
H: -4.401 3.295 -3.467
H: -1.215 -5.117 -6.003
H: 4.457 0.656 1.756
H: -4.122 4.395 2.720
H: -1.407 -1.677 -4.954
H: -1.441 -3.842 3.893
H: 3.049 1.072 0.807
H: 3.453 1.406 3.478
H: 4.677 -0.349 -2.180
H: -1.168 2.377 3.649
H: -4.448 1.318 -1.975
H: -1.814 4.911 3.021
H: -3.451 4.601 1.073
H: 3.659 -4.438 1.196
H: -3.369 2.298 -4.556
H: 0.762 5.413 -2.718
H: -2.989 -0.284 -3.942
H: -0.745 -5.860 2.622
H: -1.089 -2.635 -2.895
H: -4.799 2.314 1.636
H: -5.767 2.096 -5.227
H: 1.166 3.952 0.729
H: -0.198 6.072 0.921
H: 0.685 -2.821 -3.447
H: -0.390 -3.026 2.698
H: -4.216 -0.860 -2.669
H: -1.231 5.752 -1.492
H: 1.146 -2.478 1.104
H: 1.892 0.210 -3.385
H: 5.354 2.264 0.075
H: 2.013 -4.782 0.678
H: 5.970 2.317 2.496
H: -3.164 -3.714 0.538
H: 4.525 -2.570 -3.070
H: 0.387 -1.522 -5.123
H: 2.791 -2.254 -3.476
H: 3.124 -1.030 -1.500
H: -2.500 3.158 4.439
H: 5.117 -1.078 -4.966
H: 0.175 3.746 -2.494
H: 2.300 2.503 2.474
H: 4.188 3.308 0.270
H: 3.299 -3.137 4.129
H: -3.115 -6.066 1.257
H: 0.519 -4.968 -5.622
H: -1.708 -4.719 -3.662
H: 2.601 -2.207 0.169
H: 5.723 4.121 2.190

The value obtained for the total energy is -4801.96742 Ha. Its spin multiplicity is 3. The HOMO energy (spin up / spin down) is -4.93 / -7.25 eV. The net charge is -1. The HOMO-LUMO gap (spin up / spin down) is 7.2306 / 9.5448 eV.

Atomic partial charges in e from the Löwdin method, atoms 1 to 99: V 0.873; S 0.530; S 0.609; F 0.119; F 0.113; F 0.163; F 0.112; F 0.108; F 0.116; O -0.136; O -0.410; O -0.126; O -0.235; O -0.402; O -0.337; O -0.165; O -0.155; O -0.140; O -0.137; O -0.310; O -0.321; O -0.161; O -0.311; O -0.414; C -0.583; C -0.206; C -0.172; C -0.139; C -0.236; C -0.198; C -0.162; C -0.644; C -0.172; C -0.152; C -0.182; C -0.185; C -0.158; C -0.132; C -0.199; C -0.163; C -0.220; C -0.177; C -0.181; C -0.183; C -0.187; C -0.187; C -0.163; C -0.173; C -0.194; C -0.161; C -0.165; C -0.230; C -0.123; C -0.161; C -0.131; C -0.203; C -0.186; C -0.171; H 0.098; H 0.097; H 0.087; H 0.106; H 0.102; H 0.107; H 0.085; H 0.108; H 0.101; H 0.102; H 0.109; H 0.104; H 0.114; H 0.121; H 0.127; H 0.086; H 0.115; H 0.106; H 0.103; H 0.122; H 0.093; H 0.122; H 0.100; H 0.115; H 0.117; H 0.117; H 0.112; H 0.121; H 0.115; H 0.112; H 0.112; H 0.114; H 0.099; H 0.117; H 0.102; H 0.131; H 0.109; H 0.098; H 0.109; H 0.087; H 0.101


# 3
Entry from the Open Molecules 2025 dataset: a single C6H11P molecule (ωB97M-V/def2-TZVPD).

Element x y z (Å)
P: -0.180 1.032 -1.299
C: 1.333 -1.390 -0.076
C: 1.126 0.057 -0.351
C: -1.832 0.156 -0.899
C: -2.098 -0.038 0.557
C: 0.806 1.140 0.689
C: 2.107 1.122 0.053
H: -2.147 0.883 1.111
H: 2.278 1.886 -0.654
H: 1.898 -1.333 0.953
H: 1.916 -1.950 -0.796
H: -1.901 -0.813 -1.559
H: -2.676 0.576 -1.353
H: -1.280 -0.607 0.899
H: 0.272 1.179 1.586
H: 2.928 0.761 0.531
H: -3.020 -0.628 0.526
H: 0.472 -2.032 0.081

The value obtained for the total energy is -576.42580 Ha. The HOMO energy is -8.25 eV. The net charge is 0. The HOMO-LUMO gap is 9.0357 eV. As for the SMILES: CCP1[C@@H]2C[C@@]21C. The value obtained for the energy relative to the best compared isomer or geometry (same formula, charge and spin) is 241.1 kJ/mol.

The net atomic charges from Löwdin, expressed in e, are: P 1.056; C -0.086; C -0.662; C -0.499; C -0.185; C -0.169; C -0.205; H 0.070; H 0.064; H 0.121; H 0.063; H 0.102; H 0.024; H 0.030; H 0.062; H 0.074; H 0.080; H 0.058


Look up the net charge of the second one.
-1


Which of these has the lowest net charge?
C34H64F6O15S2V


What is the formula in the second record?
C34H64F6O15S2V


What is the net charge in the second record?
-1